[1]
119
Properties=species:S:1:pos:R:3:forces:R:3 method="wB97M-V/def2-TZVPD" smiles="CCCCCC[C@@H]1OS(=O)(=O)O[C@]1(Br)Cc1ccccc1.c1ccncc1.c1ccncc1.c1ccncc1.c1ccncc1.c1ccncc1.c1ccncc1.c1ccncc1" charge=0 largest_force_ev_per_a=6.306
C 3.733 1.948 -1.039 0.7 0.4 0.2
C 3.804 3.597 -1.196 -0.7 -0.7 -0.7
C 2.270 4.198 -1.277 0.7 0.5 0.4
C 2.313 5.845 -1.002 -1.1 -0.8 0.8
C 0.927 6.191 -0.149 0.6 0.5 0.0
C -0.437 6.149 -1.110 1.2 -0.8 -1.0
C -1.438 4.939 -0.648 -0.1 1.3 3.0
O -1.340 3.608 -1.274 -2.0 -0.1 2.1
S -2.337 2.699 -0.175 1.3 -5.7 1.4
O -2.823 1.421 -0.897 1.0 5.7 1.7
O -1.607 2.193 1.118 -2.3 3.4 -4.8
O -3.493 3.939 0.194 3.1 -0.7 -0.5
C -3.050 5.195 -0.500 -0.3 -0.6 -2.4
Br -3.526 6.962 0.332 0.7 -1.7 0.3
C -4.020 5.175 -1.824 -2.0 -0.4 -0.1
C -5.364 4.285 -1.388 -3.3 -2.4 0.3
C -5.514 2.769 -2.037 -2.3 1.6 2.4
C -6.765 1.784 -1.643 0.9 4.6 1.6
C -7.883 2.371 -0.593 2.1 2.0 -0.6
C -7.827 3.894 0.090 3.7 -1.4 -3.2
C -6.531 4.857 -0.346 -0.4 -3.4 -1.3
H 4.630 1.452 -1.646 -1.9 1.0 1.5
H 2.735 1.497 -1.463 1.9 1.0 0.9
H 3.850 1.738 0.128 -0.4 0.1 -2.7
H 4.348 4.049 -0.253 -1.1 -0.8 -2.0
H 4.395 3.847 -2.191 -1.2 -0.3 2.2
H 1.720 3.977 -2.289 1.3 0.3 1.8
H 1.657 3.638 -0.429 1.2 1.4 -1.6
H 3.275 6.081 -0.335 -2.2 -0.4 -1.5
H 2.320 6.467 -1.998 0.2 -1.3 1.9
H 0.999 7.260 0.345 -0.2 -2.1 -1.0
H 0.896 5.417 0.729 -0.2 1.5 -1.7
H -0.044 5.923 -2.212 -1.0 0.4 2.2
H -0.919 7.218 -1.136 0.5 -2.4 0.2
H -1.141 4.682 0.480 -0.5 1.2 -2.1
H -3.558 4.653 -2.769 -0.7 1.0 2.0
H -4.450 6.243 -2.109 1.4 -2.3 0.6
H -4.647 2.436 -2.787 -2.2 0.6 1.9
H -6.777 0.709 -2.121 -0.2 2.5 1.2
H -8.806 1.701 -0.286 2.2 1.5 -0.8
H -8.663 4.280 0.849 2.1 -1.0 -2.0
H -6.424 5.961 0.097 -0.3 -2.8 -1.1
C -2.814 -1.342 3.635 0.0 0.1 0.0
C -3.567 -1.283 4.803 0.1 -0.1 -0.2
C -4.125 -0.067 5.162 0.1 0.8 -0.5
N -3.978 1.069 4.445 0.3 -1.0 -0.2
C -3.240 0.981 3.317 -0.7 0.2 0.6
C -2.645 -0.190 2.874 0.0 -0.3 0.1
H -2.362 -2.278 3.321 0.0 0.1 0.0
H -3.716 -2.163 5.418 -0.1 0.0 0.0
H -4.724 0.030 6.063 0.0 0.0 0.0
H -3.134 1.908 2.760 0.0 -0.2 0.1
H -2.065 -0.203 1.959 -0.1 0.1 0.1
C -1.988 -2.131 -3.382 0.0 0.0 0.0
C -0.861 -2.631 -4.027 -0.2 0.1 0.1
C 0.384 -2.194 -3.603 0.2 0.6 0.7
N 0.568 -1.306 -2.602 -0.9 -0.3 -0.3
C -0.545 -0.837 -1.997 0.8 -0.2 -0.3
C -1.831 -1.217 -2.346 -0.1 -0.2 -0.2
H -2.981 -2.452 -3.686 0.1 0.0 0.0
H -0.950 -3.344 -4.839 0.0 0.1 0.1
H 1.293 -2.557 -4.072 -0.1 0.0 0.0
H -0.370 -0.124 -1.196 -0.1 0.0 0.0
H -2.689 -0.809 -1.824 0.1 0.0 0.0
C -2.532 4.471 5.903 0.0 0.0 0.0
C -2.410 5.855 5.835 0.0 -0.3 0.0
C -1.909 6.413 4.670 0.3 -0.4 -0.8
N -1.527 5.690 3.595 -0.4 -0.3 0.8
C -1.655 4.348 3.691 0.2 0.9 -0.2
C -2.149 3.699 4.811 0.0 0.1 0.3
H -2.922 3.997 6.799 0.0 0.0 -0.1
H -2.699 6.484 6.669 0.0 0.0 -0.1
H -1.798 7.488 4.568 0.0 -0.1 0.0
H -1.339 3.790 2.814 -0.1 0.0 0.1
H -2.231 2.618 4.832 0.0 0.3 0.0
C 5.286 -2.194 -5.681 0.0 0.0 -0.2
C 4.533 -2.135 -4.513 0.0 0.1 -0.3
C 3.975 -0.918 -4.154 0.0 0.8 -0.3
N 4.122 0.217 -4.871 0.5 -0.7 -0.4
C 4.860 0.129 -5.999 -0.5 0.2 0.8
C 5.455 -1.041 -6.442 -0.1 -0.2 0.2
H 5.738 -3.130 -5.995 -0.1 0.2 0.1
H 4.384 -3.015 -3.898 0.1 0.1 -0.1
H 3.376 -0.822 -3.253 0.0 0.0 0.0
H 4.966 1.056 -6.556 0.0 -0.1 0.0
H 6.035 -1.055 -7.357 -0.1 0.0 0.1
C 9.466 -5.060 -3.375 0.0 -0.1 0.0
C 9.172 -3.733 -3.075 0.0 -0.2 -0.1
C 7.903 -3.261 -3.369 -0.7 -0.4 -0.3
N 6.933 -4.012 -3.933 1.1 -0.5 0.4
C 7.248 -5.295 -4.214 -0.4 0.8 0.0
C 8.487 -5.860 -3.955 0.2 0.2 0.1
H 10.449 -5.466 -3.158 -0.1 0.0 0.0
H 9.913 -3.084 -2.624 -0.1 0.0 0.0
H 7.624 -2.234 -3.151 0.0 0.0 0.0
H 6.452 -5.878 -4.670 0.1 0.0 0.1
H 8.684 -6.897 -4.200 -0.1 0.1 0.0
C 4.068 -8.769 -1.063 0.0 0.0 0.0
C 4.190 -7.385 -1.131 0.0 -0.3 0.0
C 4.691 -6.827 -2.296 0.3 -0.4 -0.8
N 5.073 -7.550 -3.371 -0.4 -0.5 0.9
C 4.945 -8.892 -3.275 0.1 0.9 -0.2
C 4.451 -9.541 -2.155 -0.1 0.2 0.2
H 3.678 -9.243 -0.167 0.0 0.1 -0.1
H 3.901 -6.756 -0.297 0.0 0.0 -0.1
H 4.802 -5.752 -2.399 0.0 0.0 0.0
H 5.261 -9.450 -4.152 0.0 0.0 0.1
H 4.369 -10.622 -2.134 0.0 0.1 0.0
C -5.832 -5.105 9.456 0.0 0.0 0.0
C -5.710 -3.722 9.389 0.0 -0.3 0.0
C -5.209 -3.164 8.224 0.3 -0.4 -0.8
N -4.827 -3.887 7.148 -0.4 -0.4 0.9
C -4.955 -5.228 7.244 0.1 0.9 -0.2
C -5.449 -5.877 8.364 -0.1 0.2 0.2
H -6.222 -5.579 10.352 0.0 0.1 -0.1
H -5.999 -3.092 10.223 0.0 0.0 -0.1
H -5.098 -2.088 8.121 0.0 -0.1 0.0
H -4.639 -5.786 6.367 0.0 0.0 0.1
H -5.531 -6.958 8.385 0.0 0.1 0.0

***

[2]
122
Properties=species:S:1:pos:R:3:forces:R:3 method="wB97M-V/def2-TZVPD" charge=-2 largest_force_ev_per_a=1.127 de_lowest_kcal_mol=9.9
Na 1.591 -1.210 -0.493 1.0 0.0 0.5
S 2.618 0.471 1.263 0.0 0.2 0.3
S 4.668 0.350 0.939 0.1 0.0 0.0
S 5.506 -1.224 1.979 -0.1 0.1 0.1
S 5.278 -2.992 0.963 0.1 -0.3 0.3
C 0.515 6.982 -0.055 0.0 0.0 0.0
C -0.640 5.993 -0.293 0.0 0.0 0.0
C -1.923 6.774 -0.632 0.0 0.0 0.0
C -0.871 5.178 0.967 0.0 0.1 0.0
C -1.228 5.825 2.147 0.0 0.0 0.0
C -1.459 5.125 3.315 0.0 0.0 0.0
C -1.318 3.746 3.312 0.0 0.0 0.1
C -0.950 3.057 2.164 0.0 0.0 0.1
P -0.719 1.220 2.168 0.0 0.0 0.0
C -0.280 1.040 3.951 0.0 0.0 0.0
C 1.013 1.436 4.306 0.0 0.0 -0.1
C 1.432 1.373 5.624 -0.1 0.0 0.1
C 0.575 0.900 6.611 0.0 0.0 0.0
C -0.705 0.495 6.267 0.0 0.0 0.0
C -1.131 0.570 4.945 -0.1 0.0 0.0
C -2.483 0.696 2.201 0.0 0.0 0.0
C -2.714 -0.679 2.307 0.0 0.0 0.0
C -4.002 -1.185 2.329 0.0 0.0 0.0
C -5.087 -0.326 2.208 0.0 0.0 0.0
C -4.871 1.035 2.058 0.0 0.0 0.0
C -3.578 1.545 2.059 0.0 0.0 0.0
C -0.738 3.793 0.993 0.0 0.0 0.0
O -0.416 3.067 -0.115 0.0 -0.1 0.0
C -0.166 3.694 -1.307 0.0 0.0 0.0
C 0.194 2.874 -2.375 0.1 -0.2 -0.1
C 0.381 3.470 -3.616 0.0 0.0 0.0
C 0.256 4.836 -3.798 0.0 0.0 0.0
C -0.060 5.627 -2.709 0.0 0.0 0.0
C -0.283 5.077 -1.452 0.0 0.1 0.0
P 0.501 1.027 -2.215 -0.1 0.6 -0.3
C -0.634 0.535 -3.584 0.0 0.0 0.1
C -1.935 1.042 -3.536 0.0 0.0 -0.1
C -2.893 0.647 -4.454 0.0 0.0 0.0
C -2.572 -0.270 -5.447 0.0 0.0 0.0
C -1.295 -0.807 -5.488 0.0 0.0 0.0
C -0.339 -0.418 -4.556 0.0 -0.2 0.1
C 2.188 1.114 -2.970 -0.1 0.0 0.0
C 2.530 0.929 -4.309 0.0 0.1 -0.1
C 3.842 1.097 -4.734 0.0 0.0 0.0
C 4.833 1.446 -3.827 0.0 0.0 0.0
C 4.502 1.639 -2.494 0.0 0.0 -0.1
C 3.190 1.481 -2.070 0.0 -0.1 0.0
H 0.280 7.662 0.766 0.0 0.0 0.0
H 0.704 7.580 -0.948 0.0 0.0 0.0
H 1.428 6.443 0.197 0.0 0.0 0.0
H -2.200 7.441 0.185 0.0 0.0 0.0
H -2.749 6.084 -0.808 0.0 0.0 0.0
H -1.785 7.378 -1.530 0.0 0.0 0.0
H -1.330 6.904 2.147 0.0 0.0 0.0
H -1.744 5.645 4.221 0.0 0.0 0.0
H -1.497 3.188 4.223 0.0 0.0 0.0
H 1.699 1.755 3.530 0.0 0.0 0.0
H 2.441 1.676 5.877 0.0 0.0 0.0
H 0.911 0.831 7.639 0.0 0.0 0.0
H -1.380 0.115 7.024 0.0 0.0 0.0
H -2.142 0.266 4.700 0.0 0.0 0.0
H -1.866 -1.355 2.360 0.0 0.0 0.0
H -4.159 -2.253 2.413 0.0 0.0 0.0
H -6.096 -0.720 2.215 0.0 0.0 0.0
H -5.712 1.708 1.937 0.0 0.0 0.0
H -3.422 2.611 1.951 0.0 0.0 0.0
H 0.645 2.842 -4.458 0.0 0.0 0.0
H 0.413 5.279 -4.773 0.0 0.0 0.0
H -0.139 6.700 -2.836 0.0 0.0 0.0
H -2.204 1.748 -2.759 0.0 0.0 0.0
H -3.900 1.041 -4.381 0.0 0.0 0.0
H -3.320 -0.586 -6.164 0.0 0.0 0.0
H -1.042 -1.559 -6.224 0.0 0.0 0.0
H 0.616 -0.924 -4.554 0.0 0.0 0.0
H 1.782 0.668 -5.043 0.0 0.0 0.0
H 4.090 0.931 -5.776 0.0 0.0 0.0
H 5.859 1.553 -4.158 0.0 0.0 0.0
H 5.264 1.881 -1.765 0.0 0.0 0.0
H 2.951 1.594 -1.016 0.0 0.0 0.0
O -2.236 -1.183 -0.819 -0.1 0.0 0.1
H -1.346 -1.339 -1.205 0.1 0.0 0.0
H -2.124 -0.419 -0.245 0.0 0.0 0.0
N 3.914 -2.154 -3.041 -0.1 0.0 0.0
N 3.786 -1.907 -1.601 -0.4 0.0 -0.2
H 3.688 -1.260 -3.470 0.0 0.0 0.0
H 3.094 -2.719 -3.262 0.0 0.1 0.0
H 4.158 -2.728 -1.126 0.1 0.2 0.0
H 4.470 -1.195 -1.354 0.0 -0.1 0.0
C 2.062 -4.665 2.762 0.0 0.0 0.0
P 1.203 -3.043 2.850 -0.1 0.0 0.0
C -0.197 -3.559 3.956 0.1 0.0 -0.1
C 2.272 -2.235 4.099 0.1 -0.1 -0.1
H 2.272 -5.035 3.771 0.0 0.0 0.0
H 3.006 -4.519 2.235 0.1 0.0 -0.1
H 1.447 -5.394 2.230 0.0 0.0 0.0
H 0.167 -4.182 4.779 0.0 0.0 0.0
H -0.937 -4.126 3.385 0.0 0.0 0.0
H -0.683 -2.676 4.374 0.0 0.0 0.0
H 2.420 -2.887 4.967 0.0 0.0 0.0
H 1.833 -1.291 4.416 -0.1 0.1 0.0
H 3.236 -2.013 3.637 0.0 0.0 0.0
Cl -1.558 -4.580 -4.149 0.0 0.0 0.0
C -1.338 -3.323 -2.899 0.0 0.0 0.0
C 0.111 -2.855 -2.711 0.0 0.1 -0.1
O 1.023 -3.353 -3.359 0.0 0.0 0.0
O 0.202 -1.906 -1.854 -0.6 -0.6 -0.5
H -1.719 -3.723 -1.963 0.0 0.0 -0.1
H -1.950 -2.470 -3.179 0.0 0.0 0.0
N 0.205 -4.414 -0.070 -0.1 -0.1 0.0
C -0.468 -5.598 -0.207 0.0 0.0 0.0
C -1.852 -5.656 0.010 0.0 0.0 0.0
C -2.528 -6.861 -0.074 0.0 0.0 0.0
C -1.854 -8.040 -0.370 0.0 0.0 0.0
C -0.482 -7.984 -0.588 0.0 0.0 0.0
C 0.207 -6.788 -0.510 0.0 0.0 0.0
H 1.139 -4.337 -0.438 0.0 0.0 0.0
H -0.329 -3.560 -0.102 0.1 0.0 0.0
H -2.386 -4.740 0.240 0.0 0.0 0.0
H -3.599 -6.878 0.093 0.0 0.0 0.0
H -2.388 -8.979 -0.438 0.0 0.0 0.0
H 0.063 -8.891 -0.825 0.0 0.0 0.0
H 1.275 -6.754 -0.687 0.0 0.0 0.0

***

no.,orbital gap (eV),HOMO level (eV)
1,7.89,-8.3
2,4.29,-0.9